(1)
{
  "formula": "C7H16N2O3",
  "method": "wB97M-V/def2-TZVPD",
  "e_homo_ev": -8.92,
  "largest_force_ha_per_bohr": 0.1268,
  "spin_multiplicity": 1,
  "symbols": ["C", "C", "C", "C", "C", "C", "C", "H", "H", "H", "H", "H", "H", "H", "H", "H", "H", "H", "H", "H", "H", "H", "H", "N", "N", "O", "O", "O"],
  "positions_angstrom": [[-3.541, 1.329, -0.194], [-2.623, 0.078, -0.273], [-0.744, -1.030, 0.672], [0.658, -0.851, -0.150], [3.069, -0.969, -0.286], [2.683, 0.459, -0.328], [1.332, 0.573, 0.352], [-4.742, 1.035, -0.703], [-3.946, 1.831, 0.749], [-3.090, 2.284, -0.884], [-2.171, 0.288, -1.382], [-3.077, -1.755, 0.682], [-1.327, 0.991, 0.480], [-1.266, -1.914, 0.445], [-0.274, -1.233, 1.711], [0.300, -0.745, -1.330], [1.886, -2.724, -0.328], [3.999, -1.302, 0.449], [3.429, -1.187, -1.286], [2.496, 0.533, -1.317], [4.388, 1.658, -0.583], [1.383, 0.137, 1.396], [0.065, 2.525, 1.363], [-1.736, -0.034, 0.777], [1.876, -1.747, 0.215], [-3.120, -1.240, -0.437], [3.814, 1.330, 0.130], [0.279, 1.680, 0.063]],
  "forces_ev_per_angstrom": [[-4.0, 2.0, -2.1], [-0.9, -1.2, -3.8], [4.6, -1.1, 2.3], [-1.1, 1.9, -2.1], [2.0, -3.0, 3.0], [1.6, 2.2, 2.6], [-2.8, -2.2, 0.6], [4.0, 0.8, 1.1], [1.3, -1.2, -0.6], [-1.2, -2.9, 1.8], [-0.4, -0.8, 2.2], [-0.6, 2.7, -5.0], [0.2, -2.8, 2.4], [0.1, -1.4, -0.7], [-1.0, 0.4, -1.1], [1.5, -0.5, 2.6], [-0.5, 2.8, 1.6], [-2.3, 1.4, -1.7], [-0.2, -0.7, -0.2], [-0.5, 1.6, -3.4], [-0.8, -0.4, 0.0], [0.1, 2.0, -0.4], [1.1, -3.0, -4.5], [2.1, 6.2, -0.3], [-1.4, -1.3, -3.0], [-1.6, -2.1, 4.2], [-1.5, -0.6, -0.2], [2.3, 1.2, 4.8]],
  "nbo_charge": [-0.668, 0.235, -0.229, -0.060, -0.219, 0.030, 0.048, 0.233, 0.225, 0.222, 0.125, 0.440, 0.425, 0.208, 0.182, 0.181, 0.378, 0.206, 0.181, 0.175, 0.480, 0.210, 0.458, -0.674, -0.640, -0.716, -0.733, -0.701]
}


(2)
{
  "formula": "C24H36AsF6N4O4S2",
  "method": "wB97M-V/def2-TZVPD",
  "charge": -1,
  "e_homo_ev": -5.86,
  "largest_force_ha_per_bohr": 0.0873,
  "spin_multiplicity": 1,
  "symbols": ["As", "F", "F", "F", "F", "F", "F", "C", "C", "C", "S", "O", "O", "C", "H", "H", "H", "H", "H", "H", "H", "H", "C", "C", "C", "S", "O", "O", "C", "H", "H", "H", "H", "H", "H", "H", "H", "N", "C", "C", "C", "C", "H", "H", "H", "H", "H", "N", "C", "C", "C", "C", "H", "H", "H", "H", "H", "N", "C", "C", "C", "C", "H", "H", "H", "H", "H", "N", "C", "C", "C", "C", "H", "H", "H", "H", "H"],
  "positions_angstrom": [[-1.355, 0.672, 0.910], [-3.134, 1.215, 0.817], [-1.675, -0.128, -0.743], [0.376, 0.213, 1.023], [-1.257, 1.614, 2.400], [-1.909, -0.876, 1.845], [-0.747, 2.201, 0.125], [2.479, 0.861, 5.099], [1.294, 0.944, 4.185], [0.241, 0.063, 4.830], [0.469, 0.196, 6.723], [0.721, -1.130, 7.227], [-0.439, 1.101, 7.383], [2.130, 0.984, 6.521], [3.328, 1.385, 4.658], [2.721, -0.201, 5.053], [1.580, 0.614, 3.187], [0.921, 1.942, 3.954], [0.474, -0.978, 4.604], [-0.823, 0.231, 4.662], [2.771, 0.577, 7.303], [2.024, 2.051, 6.716], [0.458, -2.106, -4.325], [-0.175, -2.683, -2.999], [0.691, -3.820, -2.417], [2.345, -3.662, -3.201], [2.573, -4.686, -4.254], [3.387, -3.318, -2.232], [1.923, -2.091, -4.148], [0.247, -1.037, -4.335], [0.195, -2.536, -5.291], [-1.201, -3.006, -3.174], [-0.175, -1.765, -2.412], [0.298, -4.820, -2.599], [0.837, -3.425, -1.411], [2.517, -1.951, -5.052], [2.235, -1.280, -3.490], [-3.727, 0.152, -3.219], [-4.113, 0.308, -4.550], [-4.945, 1.466, -4.442], [-5.141, 1.791, -3.136], [-4.382, 1.027, -2.386], [-3.025, -0.474, -2.851], [-3.693, -0.183, -5.415], [-5.400, 2.070, -5.213], [-5.707, 2.558, -2.628], [-4.127, 1.161, -1.346], [1.265, 4.285, 2.713], [1.980, 4.577, 3.792], [3.284, 4.782, 3.458], [3.346, 4.459, 2.048], [2.090, 4.114, 1.666], [0.336, 3.891, 2.762], [1.466, 4.734, 4.729], [4.099, 5.145, 4.066], [4.233, 4.357, 1.440], [1.753, 3.724, 0.718], [-1.192, -3.768, 1.368], [0.031, -3.633, 1.916], [0.905, -4.533, 1.306], [0.034, -5.484, 0.629], [-1.251, -4.972, 0.652], [-1.987, -3.304, 1.785], [0.113, -2.883, 2.689], [1.984, -4.574, 1.329], [0.404, -6.264, -0.019], [-2.153, -5.353, 0.195], [-1.036, 1.795, -3.207], [-1.313, 2.253, -4.414], [-0.136, 2.479, -5.158], [0.902, 1.846, -4.412], [0.259, 1.269, -3.350], [-1.762, 1.765, -2.505], [-2.331, 2.570, -4.587], [0.131, 2.979, -6.077], [1.859, 1.906, -4.911], [0.605, 0.596, -2.579]],
  "forces_ev_per_angstrom": [[-1.3, 0.5, -0.2], [2.5, -0.8, -0.1], [0.9, 0.9, 2.2], [-2.1, -0.2, -0.2], [0.0, -1.0, -0.4], [1.1, 2.4, -1.6], [-1.0, -1.8, 0.2], [1.2, -2.2, -1.1], [-1.2, 0.7, -0.4], [-0.6, -0.4, 1.1], [1.8, 0.6, -2.2], [-0.4, -0.3, 0.4], [-0.1, -0.3, -0.2], [-1.1, 2.0, 1.5], [0.0, 0.4, 0.7], [0.6, -0.3, -0.6], [-0.1, -0.5, 0.1], [0.0, 0.2, 0.7], [-0.1, -0.1, 0.3], [0.2, 0.3, -0.3], [0.1, -0.3, -0.4], [-0.4, 0.1, 0.5], [-0.6, 0.5, 0.1], [0.3, 0.4, -2.2], [0.3, 1.6, -0.2], [0.9, 1.2, -2.4], [-0.5, 0.9, 2.1], [-1.0, -0.9, -0.6], [1.5, -0.7, 1.2], [-0.8, -0.1, -0.5], [-0.3, -0.3, 0.3], [0.0, 0.0, 0.1], [-0.2, -0.6, 0.8], [0.2, 0.2, 0.5], [0.2, -1.4, 0.4], [0.0, -0.6, 0.0], [-0.1, 0.0, 0.3], [0.3, -1.1, -0.1], [-0.9, 3.0, 2.0], [-0.1, -1.5, -3.2], [-1.5, 2.4, 1.1], [2.5, -2.0, 1.3], [-0.1, -0.1, -0.3], [0.0, -0.1, 0.4], [0.0, -0.5, -0.5], [-0.2, 0.3, -0.7], [0.0, -0.6, 0.1], [-1.6, -1.3, -0.5], [0.3, 1.4, 2.4], [0.3, -0.3, -1.2], [0.8, -0.1, 0.8], [0.3, -0.2, -1.6], [0.0, 0.2, -0.2], [0.1, 0.0, 0.1], [-0.2, -0.2, 0.1], [-0.1, 0.2, 0.0], [-0.2, 0.1, 0.1], [-1.2, -2.0, 0.3], [1.4, 0.5, -0.8], [-1.6, -0.7, 0.7], [0.4, 1.6, -0.6], [0.9, 0.5, 0.3], [0.0, 0.0, -0.3], [0.6, 0.2, -0.3], [-0.2, 0.0, 0.4], [-0.2, -0.2, 0.2], [0.0, 0.2, 0.1], [1.7, -2.2, -1.4], [-0.5, 3.7, -2.5], [-0.8, -0.7, 1.0], [-1.7, 0.1, -1.2], [1.0, 0.3, 3.1], [0.6, -0.8, 0.3], [0.1, 0.3, -0.3], [-0.9, 0.0, -0.1], [0.5, -0.9, 1.0], [0.3, 0.4, 0.2]],
  "lowdin_charge": [1.024, -0.323, -0.316, -0.282, -0.278, -0.323, -0.312, -0.260, -0.237, -0.176, 0.707, -0.348, -0.337, -0.235, 0.126, 0.116, 0.110, 0.087, 0.089, 0.091, 0.103, 0.096, -0.238, -0.183, -0.200, 0.740, -0.376, -0.357, -0.236, 0.077, 0.115, 0.110, 0.090, 0.104, 0.089, 0.108, 0.093, 0.005, -0.084, -0.140, -0.168, -0.158, 0.123, 0.098, 0.085, 0.106, 0.100, 0.013, -0.199, -0.098, -0.107, -0.151, 0.145, 0.112, 0.083, 0.085, 0.114, 0.005, -0.150, -0.092, -0.133, -0.134, 0.129, 0.101, 0.086, 0.083, 0.095, 0.057, -0.176, -0.100, -0.117, -0.159, 0.121, 0.098, 0.079, 0.093, 0.095]
}


(3)
{
  "formula": "C11H15N",
  "method": "wB97M-V/def2-TZVPD",
  "e_homo_ev": -6.97,
  "largest_force_ha_per_bohr": 0.0749,
  "spin_multiplicity": 1,
  "symbols": ["C", "C", "C", "C", "C", "C", "C", "N", "C", "C", "C", "C", "H", "H", "H", "H", "H", "H", "H", "H", "H", "H", "H", "H", "H", "H", "H"],
  "positions_angstrom": [[2.210, 0.978, 0.993], [1.679, -0.102, 0.095], [2.240, 0.199, -1.361], [2.168, -1.495, 0.455], [0.231, 0.000, 0.082], [-0.533, -1.030, -0.446], [-1.908, -0.678, -0.198], [-3.170, -1.060, -0.539], [-4.035, -0.102, -0.044], [-3.349, 0.943, 0.466], [-2.017, 0.580, 0.437], [-0.661, 1.230, 0.547], [3.229, 1.006, 0.777], [1.753, 1.973, 0.699], [2.007, 0.831, 2.072], [2.131, 1.208, -1.717], [1.603, -0.265, -2.163], [3.326, -0.068, -1.476], [3.242, -1.485, 0.364], [1.774, -2.152, -0.288], [1.675, -1.806, 1.429], [-0.453, -1.841, -1.083], [-3.346, -1.831, -1.155], [-5.051, -0.386, -0.125], [-3.792, 1.771, 0.857], [-0.561, 1.936, -0.213], [-0.391, 1.648, 1.537]],
  "forces_ev_per_angstrom": [[-1.3, 1.2, 0.5], [1.1, 1.2, -1.5], [-0.3, -0.8, -0.7], [-1.3, 0.4, 1.1], [-2.2, -1.7, -1.0], [-1.4, 3.2, 1.5], [-0.4, 2.7, 0.9], [1.2, 0.0, 0.6], [-0.7, -1.6, -1.5], [0.2, -1.4, -0.1], [1.5, -0.8, -0.8], [0.2, -3.6, 1.4], [2.0, 0.5, 0.3], [0.7, -1.1, 0.3], [0.2, -0.1, -0.5], [0.1, 1.0, 0.6], [0.8, -0.5, 0.9], [-1.0, 0.0, 0.1], [0.4, -0.4, 0.7], [-0.1, -0.7, -0.5], [1.2, 0.3, -0.9], [1.6, -1.7, -0.8], [-0.5, -0.1, 0.2], [-1.0, 0.5, 0.1], [-1.0, 2.2, 1.1], [0.3, 1.5, -1.2], [-0.1, -0.2, -0.6]],
  "nbo_charge": [-0.592, -0.115, -0.610, -0.591, 0.102, -0.265, 0.092, -0.504, -0.074, -0.284, -0.090, -0.461, 0.204, 0.205, 0.210, 0.210, 0.214, 0.205, 0.208, 0.207, 0.217, 0.216, 0.409, 0.200, 0.214, 0.238, 0.232]
}


(4)
{
  "formula": "C39H32ClCoN2O5P",
  "method": "wB97M-V/def2-TZVPD",
  "e_homo_ev": [-7.22, -7.44],
  "largest_force_ha_per_bohr": 0.0275,
  "spin_multiplicity": 2,
  "symbols": ["Co", "O", "C", "O", "C", "C", "Cl", "N", "N", "C", "C", "O", "O", "C", "C", "C", "C", "C", "C", "H", "H", "H", "H", "H", "H", "C", "C", "C", "C", "C", "C", "P", "C", "C", "C", "C", "C", "C", "C", "C", "C", "C", "C", "C", "H", "H", "H", "H", "H", "H", "H", "H", "H", "H", "H", "H", "H", "H", "C", "C", "C", "C", "C", "C", "C", "O", "C", "C", "C", "H", "H", "H", "H", "H", "H", "H", "H", "H", "H", "H", "H"],
  "positions_angstrom": [[0.807, -0.308, -1.471], [4.569, -4.685, -1.257], [5.238, -3.561, -1.346], [6.444, -3.525, -1.360], [4.453, -2.294, -1.449], [5.015, -1.027, -1.590], [6.648, -0.595, -1.675], [4.006, -0.129, -1.693], [2.824, -0.757, -1.611], [3.064, -2.053, -1.459], [1.856, -2.946, -1.256], [2.032, -4.155, -1.105], [0.764, -2.330, -1.229], [4.022, 1.276, -1.780], [3.084, 1.891, -2.603], [2.972, 3.270, -2.603], [3.789, 4.028, -1.781], [4.742, 3.411, -0.986], [4.866, 2.033, -0.977], [3.563, -4.576, -1.208], [2.454, 1.282, -3.237], [2.249, 3.751, -3.246], [3.690, 5.103, -1.752], [5.379, 4.007, -0.350], [5.598, 1.551, -0.351], [0.852, 1.486, 3.464], [-0.419, 1.904, 3.096], [-0.764, 1.999, 1.758], [0.173, 1.677, 0.780], [1.438, 1.232, 1.158], [1.781, 1.138, 2.495], [-0.123, 1.753, -1.030], [-0.504, 3.506, -1.336], [-0.335, 4.515, -0.400], [-0.700, 5.813, -0.714], [-1.214, 6.111, -1.966], [-1.341, 5.112, -2.921], [-0.982, 3.816, -2.608], [-1.742, 0.987, -1.292], [-2.992, 1.508, -1.488], [-4.082, 0.805, -2.020], [-4.205, -0.577, -2.217], [-3.446, -1.566, -1.643], [-2.281, -1.249, -0.868], [1.118, 1.419, 4.508], [-1.149, 2.159, 3.851], [-1.751, 2.331, 1.465], [2.160, 0.982, 0.389], [2.766, 0.794, 2.774], [0.065, 4.278, 0.575], [-0.583, 6.593, 0.024], [-1.518, 7.121, -2.198], [-1.723, 5.346, -3.904], [-1.078, 3.023, -3.337], [-3.113, 2.568, -1.307], [-4.928, 1.405, -2.328], [-5.073, -0.888, -2.784], [-3.718, -2.598, -1.777], [-3.039, -5.400, 4.502], [-2.747, -4.372, 3.453], [-1.478, -3.841, 3.286], [-1.196, -2.919, 2.292], [0.209, -2.394, 2.222], [-2.213, -2.503, 1.398], [-1.812, -1.591, 0.350], [-1.455, -0.330, -1.570], [-3.520, -2.981, 1.617], [-4.711, -2.489, 0.849], [-3.754, -3.902, 2.623], [-2.209, -5.495, 5.197], [-3.205, -6.372, 4.035], [-3.941, -5.135, 5.053], [-0.686, -4.156, 3.951], [0.822, -2.897, 2.965], [0.240, -1.320, 2.423], [0.654, -2.573, 1.246], [-0.854, -1.113, 0.549], [-4.842, -3.053, -0.070], [-4.603, -1.438, 0.594], [-5.615, -2.615, 1.443], [-4.758, -4.275, 2.766]],
  "forces_ev_per_angstrom": [[-0.5, -1.2, -0.5], [-0.4, -0.3, 0.1], [0.1, 0.2, 0.0], [0.0, -0.1, 0.0], [0.1, 0.3, 0.0], [-0.2, -0.6, 0.0], [0.0, 0.2, -0.1], [0.3, -0.5, 0.1], [-1.1, 0.0, 0.3], [0.2, 0.2, 0.0], [0.7, 0.1, -0.1], [0.1, -0.3, 0.0], [-0.5, 1.2, -0.2], [-0.1, 0.8, 0.0], [0.2, -0.2, -0.1], [0.0, 0.0, 0.0], [0.0, 0.1, 0.0], [0.0, 0.0, 0.0], [-0.1, -0.1, -0.1], [0.2, 0.3, 0.0], [0.0, 0.0, 0.0], [-0.1, 0.0, 0.0], [0.0, 0.1, -0.1], [0.1, 0.0, 0.0], [0.0, 0.0, 0.1], [0.1, -0.1, 0.0], [-0.1, 0.0, 0.0], [0.1, 0.0, -0.1], [0.0, 0.0, -0.3], [0.1, 0.2, -0.1], [0.0, 0.1, 0.1], [0.1, -0.2, 0.9], [0.3, -0.1, -0.3], [0.0, -0.2, 0.1], [0.0, 0.2, 0.0], [0.0, 0.0, 0.1], [-0.1, 0.1, -0.1], [0.1, 0.0, 0.1], [-0.1, 0.6, -0.2], [0.6, -0.2, 0.2], [-0.2, 0.1, -0.1], [0.0, -0.4, 0.1], [-0.1, 0.1, -0.4], [0.3, -0.4, 1.1], [0.0, 0.0, 0.1], [0.0, 0.0, 0.1], [-0.1, 0.0, 0.0], [0.0, 0.0, 0.1], [0.1, 0.0, 0.1], [0.0, 0.0, 0.1], [0.0, 0.1, 0.0], [0.0, 0.1, 0.0], [0.0, 0.0, 0.0], [-0.1, 0.0, -0.1], [0.0, 0.0, 0.0], [0.0, 0.0, 0.0], [0.0, -0.1, 0.0], [-0.1, -0.1, 0.0], [0.0, 0.0, 0.0], [0.0, 0.2, -0.1], [-0.2, -0.1, 0.0], [-0.1, 0.0, -0.1], [0.0, 0.0, -0.1], [-0.3, -0.5, 0.6], [0.2, 0.5, -0.9], [0.8, 0.1, 0.0], [0.1, 0.1, 0.0], [0.0, 0.0, 0.0], [0.1, -0.1, 0.1], [0.0, 0.0, 0.1], [0.0, -0.1, 0.0], [0.0, -0.1, 0.1], [0.1, 0.0, 0.0], [0.1, 0.0, 0.1], [0.0, 0.0, 0.0], [0.0, 0.0, -0.1], [-0.1, 0.0, -0.1], [-0.1, 0.0, 0.0], [-0.1, 0.1, 0.0], [0.0, 0.0, 0.0], [-0.2, 0.0, 0.0]],
  "lowdin_charge": [0.304, 0.129, -0.518, 0.067, -0.034, -0.560, 0.838, -0.053, 0.083, -0.086, -0.562, 0.060, -0.026, -0.215, -0.040, -0.078, -0.077, -0.070, -0.035, 0.070, 0.103, 0.106, 0.105, 0.107, 0.091, -0.081, -0.074, -0.087, -0.356, -0.103, -0.078, 1.101, -0.357, -0.076, -0.075, -0.080, -0.077, -0.117, -0.373, -0.062, -0.060, -0.079, -0.027, -0.213, 0.105, 0.106, 0.113, 0.074, 0.109, 0.102, 0.105, 0.104, 0.106, 0.112, 0.111, 0.101, 0.108, 0.116, -0.048, -0.265, -0.008, -0.183, -0.023, -0.104, 0.061, -0.124, -0.189, -0.038, -0.017, 0.074, 0.085, 0.080, 0.113, 0.082, 0.075, 0.071, 0.097, 0.076, 0.080, 0.082, 0.117]
}